Entry 1:
ORCA calculation (ωB97M-V with the def2-TZVPD basis set) on a cluster of 2 separate species, C9H14O in total at a distorted geometry.

```
24
Properties=species:S:1:pos:R:3:forces:R:3
C 2.351216 1.972821 0.041846 -0.445 0.529 -0.370
C 1.526779 1.118042 -0.931032 1.266 -0.134 0.121
H 1.904204 1.925977 1.029713 0.018 -0.237 0.274
H 3.387763 1.648067 0.111156 0.013 -0.026 -0.048
H 2.336384 3.031250 -0.205946 0.131 0.164 -0.199
H 1.817941 1.202309 -1.985532 0.125 0.267 0.243
H 0.467365 1.327685 -0.866672 -0.090 -0.234 0.164
H 1.804153 0.103914 -0.631224 -0.826 -0.185 -0.281
C -2.314800 0.997531 1.281056 0.533 -0.561 0.411
C -1.676554 -0.314758 -0.776074 0.979 -0.387 0.234
C -1.414318 0.019358 0.547439 -0.777 0.282 0.462
C -0.899117 -1.291841 -1.407341 -1.634 -0.123 0.016
C -0.432169 -0.669981 1.250012 -0.323 -0.396 -0.206
C -0.097827 -2.101836 -0.635719 1.650 -0.217 -0.248
C 0.215274 -1.760286 0.673459 -0.388 1.000 0.713
O 0.543882 -3.147545 -1.264689 0.109 -0.479 0.675
H -2.489274 0.151610 -1.304927 -0.017 0.298 -0.206
H -1.112193 -1.546988 -2.443906 0.250 -0.052 0.199
H -3.097160 0.427993 1.799382 -0.196 0.275 -0.382
H -2.706741 1.744582 0.608690 -0.405 0.143 -0.099
H -0.256116 -0.422528 2.296579 0.125 0.023 -0.250
H 0.976659 -2.205602 1.303727 0.007 -0.592 -0.448
H 0.954586 -3.716994 -0.580099 -0.315 0.548 -0.647
H -1.789933 1.507218 2.090091 0.212 0.094 -0.129
```
Positions in Å, forces in eV/Å.

Its energy above the lowest of the compared OMol25 structures with the same formula, charge and spin is 40.7 kJ/mol. The SMILES is Cc1ccc(O)cc1.CC. The HOMO energy comes out at -8.43 eV. The calculation puts the LUMO energy at 0.873 eV. As for the net charge: 0. For the electronic energy, the calculation gives -11607.215 eV.

Entry 2:
ORCA calculation (ωB97M-V with the def2-TZVPD basis set) on a cluster of 2 separate species, C9H14O in total at a distorted geometry.

```
24
Properties=species:S:1:pos:R:3:forces:R:3
C -1.859686 -0.539463 2.613531 -0.461 -0.408 0.224
C -1.229204 -1.915961 2.327537 -0.125 0.512 0.279
H -2.792726 -0.386862 2.063818 0.185 -0.025 -0.185
H -2.145993 -0.461522 3.664595 0.152 0.137 0.001
H -1.184946 0.269640 2.352376 0.004 0.063 0.151
H -1.970551 -2.636558 1.996285 -0.041 -0.069 -0.145
H -0.462505 -1.795603 1.567782 0.071 -0.285 -0.146
H -0.778576 -2.326222 3.233823 0.141 0.050 -0.127
C 2.683799 -0.814423 0.583531 -0.567 -0.530 0.469
C 0.157732 0.004869 -2.126739 0.021 -0.230 0.624
C -0.555938 1.006216 -1.507285 -0.485 0.475 -0.036
C 1.179501 -0.603907 -1.394411 -0.452 -0.184 -0.415
C 1.412507 -0.301611 -0.061567 1.134 1.045 -0.418
C -0.308364 1.388411 -0.191137 0.243 0.171 -0.492
C 0.688325 0.748906 0.516843 -0.270 -0.634 0.153
O -1.501280 1.687394 -2.248994 0.017 -0.333 -0.138
H -0.156679 -0.319763 -3.108307 0.324 0.098 -0.151
H 1.810763 -1.326710 -1.897093 -0.043 -0.144 0.094
H -0.831897 2.268847 0.166941 -0.008 -0.189 0.318
H -2.260936 1.879831 -1.694892 -0.029 0.139 0.091
H 3.472214 -0.063525 0.627010 -0.091 0.119 -0.094
H 3.062496 -1.673455 0.028606 0.042 0.027 0.053
H 0.880107 1.015174 1.548195 0.131 0.163 0.003
H 2.489387 -1.144139 1.611710 0.106 0.034 -0.114
```
Positions in Å, forces in eV/Å.

Its energy above the lowest of the compared OMol25 structures with the same formula, charge and spin is 32.7 kJ/mol. The SMILES is Cc1ccc(O)cc1.CC. The HOMO energy comes out at -8.59 eV. The calculation puts the LUMO energy at 0.851 eV. As for the net charge: 0. For the electronic energy, the calculation gives -11607.298 eV.